Computed, not measured: a molecular structure, C32H54CeN4P2SSi4 in a non-equilibrium geometry, with the ωB97M-V functional and the def2-TZVPD basis.

Last column: Mulliken charge in e.
Element x y z (Å)
Ce (-14.9275, -13.9075, -8.0730)  0.165
N (-13.2043, -15.6297, -12.2384)  -0.316
C (-13.6794, -15.3147, -11.0170)  0.418
S (-13.4539, -13.6712, -10.3738)  -0.337
N (-14.2886, -16.2830, -10.3905)  -1.663
N (-14.5124, -16.1893, -9.0746)  1.647
C (-14.4341, -17.2974, -8.2888)  0.348
C (-14.2882, -18.6584, -8.8679)  -0.008
C (-14.9580, -19.8027, -8.3671)  0.013
C (-14.6573, -21.0887, -8.8403)  -0.737
C (-13.6930, -21.3416, -9.7724)  -0.543
C (-13.0343, -20.2150, -10.3226)  -0.613
C (-13.3403, -18.9443, -9.9151)  -0.304
C (-14.4284, -17.0403, -6.8695)  0.415
C (-13.9942, -17.9678, -5.9163)  -0.855
C (-14.0034, -17.6014, -4.5787)  -0.744
C (-14.4519, -16.3439, -4.1872)  -0.767
C (-14.8032, -15.4310, -5.1454)  -0.071
N (-14.7592, -15.7433, -6.4741)  0.587
H (-12.8995, -14.9276, -12.8856)  0.216
H (-13.3172, -16.5434, -12.5449)  0.238
H (-15.7682, -19.7468, -7.6004)  0.386
H (-15.1849, -21.9676, -8.3952)  0.326
H (-13.4979, -22.3500, -10.1314)  0.409
H (-12.3236, -20.3137, -11.1241)  0.407
H (-12.7791, -18.1154, -10.4213)  0.215
H (-13.7582, -18.9972, -6.2300)  0.637
H (-13.6548, -18.2547, -3.7889)  0.480
H (-14.4560, -16.0608, -3.1215)  0.479
H (-15.1792, -14.3679, -4.9047)  0.049
C (-18.0632, -16.3655, -6.5649)  -1.549
P (-17.7939, -14.8518, -7.5451)  0.927
C (-18.3764, -15.4249, -9.1969)  -1.308
C (-19.0609, -13.7703, -6.9279)  0.133
C (-20.1928, -14.1367, -6.2067)  -0.541
C (-20.8074, -13.1833, -5.3697)  -0.599
C (-20.4262, -11.8194, -5.5192)  -0.793
C (-19.3540, -11.4652, -6.3596)  -0.442
C (-18.7026, -12.4038, -7.1363)  0.089
P (-17.4750, -11.9225, -8.4403)  1.262
C (-18.5195, -11.9249, -9.9106)  -1.437
C (-17.1692, -10.1300, -8.1256)  -1.530
H (-17.8445, -16.2617, -5.4980)  0.378
H (-17.3378, -17.0768, -6.9646)  0.247
H (-19.0913, -16.6760, -6.6877)  0.616
H (-17.5182, -15.8091, -9.7174)  0.290
H (-18.8535, -14.5865, -9.7361)  0.303
H (-19.0187, -16.2825, -9.0832)  0.469
H (-20.5474, -15.1844, -6.1363)  0.344
H (-21.6140, -13.5316, -4.6968)  0.385
H (-20.8567, -11.1390, -4.7506)  0.329
H (-19.0314, -10.4505, -6.3886)  0.378
H (-18.4409, -11.0218, -10.5468)  0.482
H (-19.5802, -12.1134, -9.5843)  0.410
H (-18.1942, -12.7578, -10.5651)  0.336
H (-17.9832, -9.6111, -8.6450)  0.566
H (-16.2153, -9.8857, -8.5846)  0.214
H (-17.0989, -9.8658, -7.0626)  0.360
C (-12.8506, -9.8652, -9.9314)  -1.016
Si (-12.4447, -9.9916, -8.0791)  0.718
C (-10.7793, -9.1663, -7.7247)  -1.239
C (-13.7333, -9.0746, -7.0116)  -0.744
Si (-12.6037, -12.1347, -7.1673)  0.070
Si (-12.5727, -11.9509, -4.8177)  0.702
C (-12.1268, -13.5821, -4.0876)  -1.109
C (-11.2985, -10.5753, -4.3590)  -1.211
C (-14.2453, -11.4676, -4.1418)  -1.129
Si (-10.3999, -13.0235, -7.6832)  0.413
C (-9.2050, -12.4202, -6.4209)  -1.204
C (-10.2933, -14.8359, -7.8367)  -1.098
C (-9.7355, -12.3198, -9.2896)  -1.019
H (-12.4300, -8.9094, -10.2866)  0.428
H (-13.9399, -9.8517, -10.1162)  0.208
H (-12.4249, -10.7278, -10.5085)  0.230
H (-11.0521, -8.1008, -7.6052)  0.429
H (-10.0878, -9.2125, -8.5370)  0.355
H (-10.2953, -9.5287, -6.8316)  0.322
H (-14.1714, -8.1651, -7.5654)  0.385
H (-13.2715, -8.6531, -6.0952)  0.362
H (-14.5918, -9.6659, -6.7004)  -0.291
H (-11.2272, -13.3865, -3.5130)  0.524
H (-11.9729, -14.4290, -4.7659)  0.165
H (-12.8486, -13.9529, -3.3250)  0.334
H (-10.5871, -10.3649, -5.1457)  0.102
H (-10.7659, -10.8227, -3.4236)  0.452
H (-11.8723, -9.6141, -4.1958)  0.271
H (-14.0503, -11.5622, -3.0147)  0.330
H (-15.0425, -12.1873, -4.3531)  0.168
H (-14.6793, -10.4727, -4.3135)  0.380
H (-9.2397, -12.8781, -5.4110)  0.316
H (-9.1751, -11.3445, -6.2114)  0.418
H (-8.2009, -12.7264, -6.8140)  0.399
H (-10.4551, -15.3890, -6.9352)  0.365
H (-9.2593, -15.0724, -8.1174)  0.419
H (-10.9456, -15.2124, -8.5999)  0.098
H (-8.9730, -11.6019, -9.0334)  0.351
H (-10.5206, -11.8325, -9.8926)  0.132
H (-9.2628, -13.0965, -9.9145)  0.417

Results
Calculated total energy: -4184.6293 Ha
Frontier orbital gap (spin up / spin down): 0.1848 / 0.1841 hartree
Max |F|: 0.0790 hartree/bohr
Highest occupied orbital energy (spin up / spin down): -8.87 / -8.85 eV
2S+1: 2
Molecular weight: 841.29 g mol⁻¹
LUMO level (spin up / spin down): -3.84 / -3.84 eV
Charge: +1
Energy above the lowest of the compared OMol25 structures with the same formula, charge and spin: 0.4844 eV